(1)
Computed, not measured: C41H46O4S as an isolated structure in a non-equilibrium geometry, with wB97M-V/def2-TZVPD.

orbital gap = 9.707 eV
LUMO level = 0.0179 hartree

```
! wB97M-V def2-TZVPD RIJCOSX def2/J DEFGRID3
* xyz 0 1
C 5.610 -4.034 -4.623
C 4.714 -5.251 -4.843
C 3.448 -4.985 -5.652
C 2.513 -4.003 -4.997
C 1.352 -4.521 -4.203
O 0.691 -3.284 -3.777
S 0.889 -2.209 -4.952
O 1.697 -1.129 -4.491
O -0.350 -1.917 -5.579
O 1.809 -3.118 -5.911
H 6.128 -3.772 -5.541
H 5.076 -3.159 -4.263
H 6.356 -4.273 -3.869
H 5.295 -5.980 -5.407
H 4.485 -5.739 -3.895
H 3.729 -4.583 -6.626
H 2.931 -5.922 -5.862
H 3.081 -3.363 -4.316
H 0.663 -5.081 -4.832
H 1.624 -5.090 -3.321
C 2.439 -0.752 -0.377
C 3.295 -0.686 0.714
C 4.072 -1.785 1.055
C 3.998 -2.947 0.300
C 3.141 -3.011 -0.790
C 2.358 -1.915 -1.128
H 1.832 0.104 -0.642
H 3.351 0.222 1.301
H 4.734 -1.735 1.909
H 4.605 -3.804 0.564
H 3.082 -3.920 -1.378
H 1.688 -1.968 -1.973
C -3.234 -7.263 -1.209
C -3.654 -6.210 -2.010
C -2.732 -5.290 -2.488
C -1.388 -5.426 -2.170
C -0.968 -6.481 -1.370
C -1.890 -7.398 -0.888
H -3.954 -7.979 -0.834
H -4.701 -6.106 -2.261
H -3.059 -4.466 -3.109
H -0.670 -4.713 -2.544
H 0.081 -6.587 -1.119
H -1.563 -8.217 -0.261
C 1.268 3.279 2.510
C 1.564 3.945 3.691
C 2.860 4.372 3.941
C 3.860 4.137 3.006
C 3.564 3.474 1.823
C 2.266 3.045 1.577
H 0.256 2.947 2.315
H 0.781 4.134 4.415
H 3.092 4.890 4.863
H 4.871 4.473 3.199
H 4.342 3.293 1.093
H 2.032 2.526 0.656
C -1.608 5.639 1.657
C -0.665 6.433 2.292
C -1.045 7.274 3.328
C -2.374 7.316 3.733
C -3.316 6.515 3.102
C -2.932 5.679 2.063
H -1.309 4.982 0.849
H 0.371 6.386 1.982
H -0.307 7.891 3.825
H -2.672 7.964 4.547
H -4.349 6.537 3.426
H -3.665 5.052 1.573
C -4.629 2.524 6.034
C -3.943 3.430 5.238
C -2.562 3.350 5.125
C -1.868 2.358 5.803
C -2.553 1.450 6.598
C -3.934 1.535 6.715
H -5.706 2.588 6.124
H -4.483 4.201 4.703
H -2.029 4.062 4.505
H -0.791 2.292 5.711
H -2.012 0.676 7.125
H -4.468 0.828 7.337
C -4.034 3.334 -0.837
C -4.279 3.202 -2.196
C -3.619 2.225 -2.928
C -2.717 1.377 -2.300
C -2.475 1.508 -0.939
C -3.131 2.488 -0.207
H -4.548 4.098 -0.269
H -4.984 3.862 -2.685
H -3.806 2.125 -3.989
H -2.204 0.615 -2.871
H -1.774 0.844 -0.449
H -2.937 2.591 0.854
*
```

Atomic partial charges in e from the Mulliken method, atoms 1 to 8: atom 1 (C): -1.12, atom 2 (C): -0.44, atom 3 (C): -0.90, atom 4 (C): 1.08, atom 5 (C): -0.81, atom 6 (O): -0.18, atom 7 (S): 1.07, atom 8 (O): -0.56

(2)
Computed, not measured: a 2-piece molecular cluster, C7H18N4O2 overall in a non-equilibrium geometry, with wB97M-V/def2-TZVPD.

energy relative to the best compared isomer or geometry (same formula, charge and spin) = 417.2 kJ/mol
orbital gap = 7.490 eV
LUMO level = -0.2996 hartree

```
! wB97M-V def2-TZVPD RIJCOSX def2/J DEFGRID3
* xyz 2 1
C -0.786 -0.516 0.566
C -3.187 0.747 1.624
C -0.968 0.754 0.925
C -1.135 -3.664 -0.443
C 1.914 1.746 -3.091
C 3.174 0.967 0.209
C -1.231 -2.839 0.935
N -2.079 1.342 1.634
N -1.881 2.518 2.177
N 2.662 1.758 -1.882
N 2.414 0.984 -0.938
O 0.321 -0.867 -0.040
O -1.676 -1.473 0.872
H -3.204 -0.274 1.276
H -4.023 1.320 2.063
H -0.094 1.267 0.547
H -0.298 -4.344 -0.121
H -2.107 -4.153 -0.716
H -0.852 -2.938 -1.215
H 2.746 1.459 -3.861
H 1.177 0.924 -3.112
H 1.442 2.696 -3.165
H 3.630 -0.062 0.278
H 3.843 1.749 0.157
H 2.346 1.136 1.054
H -0.219 -2.866 1.290
H -1.842 -3.417 1.574
H -2.594 2.867 2.724
H -0.969 2.973 2.492
H 3.396 2.464 -1.750
H 0.349 -1.587 -0.580
*
```

Atomic partial charges in e from the Mulliken method, atoms 1 to 8: atom 1 (C): 0.48, atom 2 (C): -0.29, atom 3 (C): -0.43, atom 4 (C): -0.87, atom 5 (C): -0.64, atom 6 (C): -0.81, atom 7 (C): -0.67, atom 8 (N): 0.79

(3)
Computed, not measured: a 10-piece molecular cluster, C56H66BN12O3S2 overall in a non-equilibrium geometry, with wB97M-V/def2-TZVPD.

orbital gap = 4.998 eV
LUMO level = -0.1560 hartree

```
! wB97M-V def2-TZVPD RIJCOSX def2/J DEFGRID3
* xyz 1 1
O 8.302 -1.462 -0.493
B 9.486 -0.830 -0.727
O 10.625 -1.475 -1.053
O 9.520 0.601 -0.628
C 8.599 1.368 -1.204
C 8.359 1.273 -2.604
N 7.475 1.998 -3.225
N 6.803 2.876 -2.486
C 6.951 3.090 -1.174
C 6.128 4.164 -0.533
C 4.637 4.195 -0.936
C 3.696 3.690 0.168
S 2.114 4.562 0.300
C 1.402 4.142 -1.305
S 1.974 4.814 -2.681
N 0.429 3.186 -1.238
C -0.237 2.829 -2.476
C 0.168 1.677 -3.120
C -0.458 1.289 -4.294
C -1.486 2.054 -4.816
C -1.875 3.217 -4.168
C -1.253 3.611 -2.995
C -0.487 3.235 -0.117
C -0.841 2.037 0.483
C -1.720 2.039 1.550
C -2.247 3.238 2.014
C -1.906 4.435 1.401
C -1.030 4.433 0.327
C 7.877 2.305 -0.486
H 8.066 -1.613 0.427
H 11.123 -1.076 -1.775
H 8.922 0.572 -3.210
H 6.122 3.421 -3.001
H 6.243 4.083 0.547
H 6.601 5.111 -0.815
H 4.445 3.657 -1.862
H 4.367 5.231 -1.133
H 4.152 3.880 1.141
H 3.516 2.619 0.077
H 0.960 1.084 -2.682
H -0.124 0.381 -4.779
H -1.982 1.738 -5.725
H -2.676 3.812 -4.585
H -1.562 4.521 -2.497
H -0.423 1.108 0.119
H -1.997 1.108 2.029
H -2.919 3.210 2.862
H -2.308 5.374 1.758
H -0.766 5.364 -0.162
H 8.018 2.427 0.578
N -3.979 0.962 -8.005
C -3.759 -0.373 -8.216
C -3.100 -0.504 -9.409
C -2.914 0.803 -9.937
C -3.467 1.685 -9.048
H -4.451 1.349 -7.209
H -4.091 -1.109 -7.504
H -2.787 -1.432 -9.857
H -2.431 1.063 -10.864
H -3.539 2.759 -9.070
N -4.005 1.823 5.274
C -3.308 2.171 6.400
C -2.650 1.058 6.847
C -2.954 -0.001 5.948
C -3.794 0.501 4.991
H -4.582 2.442 4.736
H -3.340 3.176 6.783
H -2.014 1.010 7.716
H -2.593 -1.015 5.999
H -4.253 0.034 4.136
N -2.265 -4.130 5.564
C -1.117 -4.424 6.250
C -0.203 -4.899 5.349
C -0.822 -4.890 4.068
C -2.092 -4.409 4.231
H -3.101 -3.755 5.976
H -1.049 -4.269 7.313
H 0.801 -5.218 5.577
H -0.380 -5.199 3.136
H -2.882 -4.238 3.519
N 2.347 6.911 -7.092
C 2.849 6.134 -6.087
C 4.172 5.905 -6.360
C 4.479 6.573 -7.578
C 3.331 7.184 -8.003
H 1.399 7.231 -7.154
H 2.229 5.811 -5.270
H 4.847 5.322 -5.755
H 5.430 6.600 -8.082
H 3.132 7.786 -8.872
N -1.213 5.471 7.357
C -0.486 4.380 6.963
C 0.765 4.496 7.507
C 0.792 5.702 8.260
C -0.443 6.280 8.149
H -2.166 5.655 7.106
H -0.917 3.619 6.335
H 1.571 3.792 7.381
H 1.623 6.096 8.821
H -0.837 7.191 8.564
N -5.279 -5.557 4.922
C -6.313 -5.953 5.727
C -7.401 -6.178 4.928
C -7.007 -5.910 3.588
C -5.691 -5.532 3.619
H -4.354 -5.323 5.233
H -6.188 -6.041 6.792
H -8.372 -6.501 5.264
H -7.620 -5.991 2.706
H -5.014 -5.249 2.831
N 0.835 -8.243 5.258
C 1.981 -8.544 5.939
C 2.898 -9.007 5.032
C 2.277 -8.981 3.753
C 1.005 -8.504 3.927
H -0.006 -7.881 5.670
H 2.048 -8.406 7.004
H 3.900 -9.329 5.259
H 2.714 -9.280 2.815
H 0.211 -8.329 3.222
N -0.907 -3.772 -6.202
C -0.943 -2.723 -5.328
C -0.078 -3.000 -4.302
C 0.503 -4.270 -4.572
C -0.029 -4.719 -5.751
H -1.445 -3.839 -7.046
H -1.578 -1.872 -5.509
H 0.113 -2.367 -3.452
H 1.225 -4.794 -3.969
H 0.141 -5.627 -6.303
N -6.336 -3.384 -0.853
C -5.659 -4.116 0.082
C -4.340 -4.150 -0.287
C -4.218 -3.406 -1.493
C -5.467 -2.947 -1.815
H -7.321 -3.200 -0.837
H -6.171 -4.549 0.924
H -3.550 -4.655 0.243
H -3.318 -3.233 -2.060
H -5.810 -2.351 -2.643
*
```

Atomic partial charges in e from the Mulliken method, atoms 1 to 8: atom 1 (O): -0.44, atom 2 (B): 0.64, atom 3 (O): -0.39, atom 4 (O): -0.60, atom 5 (C): 0.77, atom 6 (C): -0.32, atom 7 (N): -0.98, atom 8 (N): 0.58

(4)
Computed, not measured: a 2-piece molecular cluster, C5H13NO overall in a non-equilibrium geometry, with wB97M-V/def2-TZVPD.

energy relative to the best compared isomer or geometry (same formula, charge and spin) = 206.3 kJ/mol
orbital gap = 8.568 eV
SMILES = C/C=C(\C)NC.O
LUMO level = 0.0343 hartree

```
! wB97M-V def2-TZVPD RIJCOSX def2/J DEFGRID3
* xyz 0 1
C 1.631 0.760 -0.884
C 0.260 0.305 -0.380
C -0.451 -0.757 -0.849
C 0.007 -1.530 -2.071
N -1.740 -1.064 -0.331
C -2.612 0.052 0.007
H 2.232 0.596 0.012
H 1.694 1.756 -1.314
H 1.985 0.036 -1.607
H 0.020 0.537 0.653
H -0.770 -1.877 -2.755
H 0.657 -0.906 -2.678
H 0.630 -2.324 -1.677
H -1.849 -1.980 0.069
H -2.072 0.987 0.118
H -3.180 -0.136 0.915
H -3.331 0.338 -0.774
O 2.373 1.421 4.293
H 2.894 2.213 4.405
H 1.622 1.573 4.852
*
```

Atomic partial charges in e from the Mulliken method, atoms 1 to 8: atom 1 (C): -1.01, atom 2 (C): -0.45, atom 3 (C): 0.53, atom 4 (C): -1.30, atom 5 (N): -0.22, atom 6 (C): -0.88, atom 7 (H): 0.26, atom 8 (H): 0.26

(5)
Computed, not measured: C56H48N5O5PtS3 as an isolated structure, with wB97M-V/def2-TZVPD.

energy relative to the best compared isomer or geometry (same formula, charge and spin) = 39.9 kJ/mol
orbital gap (spin up / spin down) = 7.622 / 7.806 eV
LUMO level (spin up / spin down) = -0.0863 / -0.1032 hartree

```
! wB97M-V def2-TZVPD RIJCOSX def2/J DEFGRID3
* xyz 1 3
Pt -0.184 0.032 -0.143
C -0.341 8.989 -0.030
C -0.077 7.506 -0.064
C 0.970 6.986 -0.821
C 1.221 5.622 -0.849
C 0.423 4.777 -0.092
C -0.638 5.262 0.660
C -0.879 6.626 0.667
S 0.776 3.039 -0.142
O -0.522 2.337 0.240
C 1.826 2.845 1.291
C 1.248 2.965 2.576
C 2.027 2.772 3.671
C 3.400 2.436 3.539
C 4.217 2.224 4.676
C 5.529 1.874 4.536
C 6.087 1.707 3.250
C 5.326 1.909 2.135
C 3.966 2.291 2.251
C 3.141 2.503 1.104
C 3.729 2.343 -0.264
C 4.500 3.411 -0.815
C 4.670 4.642 -0.127
C 5.372 5.662 -0.698
C 5.951 5.509 -1.979
C 5.813 4.335 -2.659
C 5.083 3.257 -2.098
C 4.914 2.037 -2.794
C 4.159 1.030 -2.272
C 3.559 1.194 -1.002
S 2.473 -0.066 -0.299
O 3.004 -0.369 1.051
C 2.838 -1.455 -1.337
C 3.942 -2.231 -1.025
C 4.241 -3.319 -1.830
C 3.451 -3.639 -2.934
C 3.771 -4.836 -3.789
C 2.339 -2.845 -3.216
C 2.021 -1.758 -2.417
H -0.011 9.470 -0.951
H 0.198 9.455 0.799
H -1.401 9.196 0.110
H 1.589 7.655 -1.408
H 2.031 5.221 -1.453
H -1.280 4.576 1.201
H -1.708 7.019 1.245
H 0.192 3.189 2.670
H 1.600 2.869 4.663
H 3.780 2.344 5.662
H 6.147 1.721 5.411
H 7.124 1.411 3.151
H 5.753 1.772 1.149
H 4.230 4.766 0.855
H 5.490 6.598 -0.167
H 6.508 6.328 -2.416
H 6.257 4.207 -3.641
H 5.397 1.909 -3.757
H 4.024 0.109 -2.822
H 4.551 -1.986 -0.161
H 5.104 -3.932 -1.595
H 4.811 -5.139 -3.674
H 3.584 -4.627 -4.842
H 3.143 -5.684 -3.506
H 1.708 -3.088 -4.063
H 1.144 -1.158 -2.626
C -1.200 -4.274 2.118
C -1.541 -4.647 0.678
C -2.390 -3.589 -0.045
C -2.693 -4.096 -1.480
C -3.737 -3.302 -2.263
C -3.715 -3.431 0.687
O -4.377 -4.383 1.023
N -4.147 -2.141 0.907
C -3.478 -0.959 0.578
O -4.021 0.111 0.742
N -2.207 -1.089 0.061
C -1.640 -2.276 -0.148
O -0.431 -2.269 -0.498
H -0.580 -5.046 2.576
H -2.104 -4.176 2.724
H -0.654 -3.332 2.163
H -2.112 -5.574 0.670
H -0.631 -4.796 0.096
H -3.037 -5.125 -1.378
H -1.742 -4.113 -2.015
H -4.717 -3.353 -1.786
H -3.842 -3.710 -3.269
H -3.468 -2.247 -2.354
H -5.055 -2.026 1.334
S 1.157 -0.958 4.219
C 0.926 -1.154 2.537
N -0.019 -0.444 2.004
C -0.665 0.346 2.970
C -1.757 1.187 2.756
C -2.263 1.884 3.834
C -1.702 1.759 5.113
C -0.636 0.912 5.339
C -0.131 0.201 4.252
H 1.537 -1.841 1.973
H -2.200 1.274 1.776
H -3.119 2.532 3.690
H -2.126 2.314 5.940
H -0.208 0.796 6.327
N -1.863 0.203 -4.069
C -1.747 0.096 -2.732
N -0.626 0.607 -2.281
C 0.049 1.093 -3.408
C 1.263 1.762 -3.538
C 1.673 2.117 -4.808
C 0.893 1.832 -5.940
C -0.322 1.188 -5.826
C -0.722 0.831 -4.543
H -2.641 -0.125 -4.614
H -2.507 -0.330 -2.098
H 1.865 2.003 -2.672
H 2.616 2.636 -4.930
H 1.248 2.130 -6.919
H -0.938 0.979 -6.693
*
```

Atomic partial charges in e from the Mulliken method, atoms 1 to 8: atom 1 (Pt): 5.38, atom 2 (C): -1.56, atom 3 (C): 0.98, atom 4 (C): -0.97, atom 5 (C): -0.22, atom 6 (C): -0.12, atom 7 (C): -0.41, atom 8 (C): -0.90

(6)
Computed, not measured: a 9-piece molecular cluster, C9H36N14O9 overall in a non-equilibrium geometry, with wB97M-V/def2-TZVPD.

orbital gap (spin up / spin down) = 8.586 / 2.719 eV
LUMO level (spin up / spin down) = -0.1066 / -0.3222 hartree

```
! wB97M-V def2-TZVPD RIJCOSX def2/J DEFGRID3
* xyz 1 2
C 20.019 22.725 -25.032
O 19.747 22.190 -26.265
H 20.639 21.965 -24.556
H 20.610 23.635 -25.136
H 19.105 22.942 -24.480
H 19.024 22.682 -26.661
C 23.451 20.993 -23.300
O 24.582 21.781 -23.594
H 23.098 20.547 -24.230
H 23.589 20.093 -22.700
H 22.716 21.582 -22.751
H 24.313 22.599 -23.170
C 18.035 26.296 -24.922
O 18.797 25.516 -25.529
N 17.599 26.047 -23.726
N 17.484 27.377 -25.382
H 17.945 25.137 -23.455
H 17.314 26.842 -23.172
H 17.704 27.688 -26.317
H 16.842 27.863 -24.773
C 18.575 22.800 -20.875
O 19.110 23.124 -19.843
N 18.630 21.619 -21.379
N 17.654 23.531 -21.549
H 19.347 20.982 -21.064
H 18.027 21.380 -22.153
H 17.199 23.058 -22.317
H 17.237 24.364 -21.158
C 15.949 22.558 -25.113
O 16.270 22.474 -23.943
N 16.523 23.392 -25.921
N 15.006 21.920 -25.783
H 16.485 23.305 -26.927
H 17.252 23.980 -25.543
H 14.856 22.136 -26.758
H 14.566 21.096 -25.398
C 19.094 18.972 -23.803
O 18.565 19.054 -24.891
N 20.333 19.063 -23.513
N 18.531 18.300 -22.844
H 20.633 18.566 -22.686
H 20.850 19.238 -24.363
H 17.561 18.073 -23.010
H 18.955 18.249 -21.929
C 22.738 21.457 -28.001
O 23.817 21.294 -28.514
N 21.961 20.530 -27.631
N 22.130 22.572 -27.899
H 22.472 19.662 -27.569
H 21.189 20.819 -27.046
H 21.204 22.581 -27.494
H 22.575 23.447 -28.137
C 20.365 23.160 -30.708
O 19.825 22.131 -31.073
N 19.969 23.925 -29.757
N 21.432 23.721 -31.201
H 20.362 24.856 -29.761
H 19.046 23.742 -29.391
H 21.663 24.701 -31.120
H 21.829 23.179 -31.954
C 20.946 27.668 -27.399
O 20.228 28.567 -26.981
N 20.778 26.440 -27.208
N 22.152 27.905 -27.871
H 21.516 25.907 -27.644
H 19.993 26.053 -26.704
H 22.385 28.887 -27.894
H 22.773 27.150 -28.126
*
```

Atomic partial charges in e from the Mulliken method, atoms 1 to 8: atom 1 (C): -0.06, atom 2 (O): -0.55, atom 3 (H): -0.01, atom 4 (H): 0.24, atom 5 (H): 0.04, atom 6 (H): 0.12, atom 7 (C): -0.36, atom 8 (O): -0.52